1.
This record from the OMol25 dataset describes 2 unconnected molecules or ions with the total composition C4H11N3O. The level of theory is ωB97M-V/def2-TZVPD.

Geometry as XYZ:
```
19
Properties=species:S:1:pos:R:3
N 1.43996 0.57410 2.95640
C 0.41656 1.42277 2.44163
C -0.48056 1.05613 1.53685
N -1.44104 1.98242 1.02800
H 1.66773 0.80453 3.90973
H 2.29050 0.63064 2.41399
H 0.38538 2.41836 2.88049
H -0.49206 0.02187 1.20579
H -2.34782 1.53487 0.97212
H -1.20390 2.28028 0.09425
C -0.61891 -1.96994 -2.89022
N 0.15131 -0.85456 -2.34792
C 0.55557 -0.94057 -1.04936
O 0.20407 -1.81713 -0.30038
H -0.04882 -2.89737 -2.83071
H -0.84272 -1.76538 -3.93538
H -1.54484 -2.07636 -2.33307
H 0.70237 -0.30815 -2.98341
H 1.20723 -0.09650 -0.76881
```

Output
SMILES: N/C=C/N.CNC=O

2.
This record from the OMol25 dataset describes a single C4H11N3O molecule at a distorted geometry. The level of theory is ωB97M-V/def2-TZVPD.

Geometry as XYZ:
```
19
Properties=species:S:1:pos:R:3
H 3.14226 0.27246 1.17253
N 2.23787 -0.18811 1.26670
C 1.49662 -0.12095 0.24218
N 1.83639 0.46639 -0.96081
C 0.28519 -1.20725 0.15611
N -0.98191 -0.53019 0.13810
C -1.40518 -0.06384 -1.17062
C -1.04327 0.48400 1.15424
O -2.32853 0.90330 1.50040
H 2.80465 0.71941 -1.09634
H 1.37651 0.15101 -1.80161
H 0.38404 -1.85637 -0.71280
H 0.37507 -1.77837 1.07799
H -0.85969 0.83125 -1.50691
H -1.26300 -0.86264 -1.90462
H -2.46399 0.18717 -1.13285
H -0.58395 0.11656 2.06951
H -0.21434 1.25292 0.78956
H -2.79473 1.22325 0.71924
```

Output
SMILES: [H]/N=C(\N)CN(C)CO

3.
This record from the OMol25 dataset describes a molecular structure, C4H11N3O at a distorted geometry. The level of theory is ωB97M-V/def2-TZVPD.

Geometry as XYZ:
```
19
C4H11N3O (ωB97M-V/def2-TZVPD)
C -0.87798 -0.21369 0.13070
C -0.82223 -1.52710 -0.58746
C -1.73805 0.89501 -0.41551
N 0.28377 1.06097 2.00509
C 1.07319 0.54343 1.15205
N 1.82815 -0.03954 -0.98099
O 2.07598 -0.24822 1.60465
N 0.78503 0.52456 -0.18743
H 2.31389 -0.87885 0.90351
H 0.31929 2.06864 2.10579
H -1.17010 -0.41885 1.15731
H 2.61417 0.60316 -1.03947
H 1.62574 -0.32568 -1.93507
H -1.75382 -2.07273 -0.41028
H -1.64600 1.79524 0.18821
H -0.69018 -1.38347 -1.65767
H 0.00634 -2.11402 -0.19094
H -1.44099 1.14983 -1.42976
H -2.78621 0.58131 -0.41276
```

4.
This record from the OMol25 dataset describes a molecular structure, C4H11N3O at a distorted geometry. The level of theory is ωB97M-V/def2-TZVPD.

Geometry as XYZ:
```
19
C4H11N3O (ωB97M-V/def2-TZVPD)
C 1.09043 -0.75208 1.25818
C 0.71796 -0.48550 -0.20583
C 2.00848 0.25923 -0.66704
C -1.84039 -0.02739 0.02698
H 0.18481 -0.68285 2.19759
H 1.76656 0.23634 1.48197
H 1.84518 -1.69995 1.37922
H 0.38588 -1.22506 -1.07503
H 1.50310 1.37400 -0.30048
H 2.94454 -0.22844 0.14915
H 2.43287 0.12297 -1.84938
H -1.24264 2.22265 0.57972
H -0.69944 2.01636 -1.01689
H -3.17533 -1.44659 -0.20806
H -2.09349 -1.14876 -1.79744
N -0.55106 0.40140 -0.04427
N -0.42809 1.86328 -0.00819
N -2.12729 -1.42336 -0.48836
O -2.72206 0.62376 0.58815
```

5.
This record from the OMol25 dataset describes a single C4H11N3O molecule at a distorted geometry. The level of theory is ωB97M-V/def2-TZVPD.

Geometry as XYZ:
```
19
C4H11N3O (ωB97M-V/def2-TZVPD)
C 0.29855 1.21218 0.58284
C 1.72805 0.57639 -1.29746
N 0.45324 1.02517 -0.77591
N -0.66768 -0.65842 -0.61170
N -1.63911 -0.61643 -1.62882
C -0.89249 -0.20023 0.78510
C -0.65530 -1.18828 1.74340
O 1.39142 1.03247 1.41717
H 1.27227 0.18864 1.89299
H -0.09715 -1.49937 -0.67060
H -0.20343 2.15359 0.80975
H -2.47261 -1.11533 -1.32810
H -1.85374 0.36779 -1.77370
H -1.84336 0.32273 0.85679
H 1.57412 0.21378 -2.31418
H 2.19472 -0.19399 -0.67557
H 2.40645 1.43438 -1.34582
H 0.20393 -1.84242 1.65925
H -1.19790 -1.21264 2.67457
```

6.
This record from the OMol25 dataset describes a molecular structure, C4H11N3O. The level of theory is ωB97M-V/def2-TZVPD.

Geometry as XYZ:
```
19
C4H11N3O (ωB97M-V/def2-TZVPD)
C 0.61469 0.49151 0.66301
C -1.30705 -0.41332 -1.53898
C -1.66118 1.14066 1.06918
N -0.75746 0.05885 0.73823
C 1.55833 -0.67631 0.78278
N -0.25407 -0.20802 -2.30860
O 1.41832 -1.54386 -0.27891
N 2.36273 -0.79847 1.74626
H 1.95068 -2.33656 -0.13072
H 2.94040 -1.63894 1.69532
H -0.14592 0.58625 -2.92856
H 0.56158 -0.79105 -2.17771
H 0.85795 1.17798 1.47897
H 0.85513 1.02372 -0.28592
H -1.13146 -0.67747 -0.33259
H -2.10246 0.31367 -1.71376
H -1.54111 2.04234 0.44167
H -1.52743 1.45589 2.11364
H -2.69167 0.79312 0.96669
```

7.
This record from the OMol25 dataset describes a molecular structure, C4H11N3O at a distorted geometry. The level of theory is ωB97M-V/def2-TZVPD.

Geometry as XYZ:
```
19
C4H11N3O (ωB97M-V/def2-TZVPD)
C -0.95803 0.80984 1.46175
C -1.22244 1.88915 0.45264
N -0.52523 -0.75444 0.64031
C 0.73851 -0.46162 0.40168
N 1.30803 -1.44468 -1.96558
N -1.36233 -1.07422 -0.39864
C 1.78305 0.32668 0.53254
O 1.14923 -1.85693 -0.63366
H 2.31284 -1.45138 -2.16408
H 0.91640 -2.15245 -2.58601
H -0.89009 -1.02222 -1.32834
H -1.67352 -2.03097 -0.26780
H -1.85685 0.40719 1.91944
H -0.22255 1.05041 2.22352
H 1.75017 1.22450 1.12526
H 2.68542 0.05933 0.00947
H -0.30358 2.33561 0.07701
H -1.78344 1.47226 -0.38916
H -1.84559 2.67394 0.88965
```

8.
This record from the OMol25 dataset describes a single C4H11N3O molecule at a distorted geometry. The level of theory is ωB97M-V/def2-TZVPD.

Geometry as XYZ:
```
19
Properties=species:S:1:pos:R:3
C -1.26407 1.34844 1.07592
N -0.51209 0.93134 -0.09843
C -0.17961 2.04055 -0.97956
C 0.56339 0.03319 0.18842
O 1.03353 -0.11018 1.29515
C 0.54930 -1.03093 -0.88320
N 1.06254 -2.33374 -0.51403
N 0.60643 -2.89200 0.70768
H -0.68321 2.00130 1.73465
H -2.15125 1.88980 0.74951
H -1.55459 0.46111 1.63418
H 0.35237 1.66725 -1.85168
H -1.09398 2.53284 -1.31186
H 0.45006 2.77581 -0.46427
H 1.01672 -0.69953 -1.81101
H -0.59510 -0.91761 -1.08517
H 2.07797 -2.31718 -0.46201
H 0.69250 -2.23190 1.48412
H -0.37089 -3.14856 0.59156
```

Output
SMILES: CN(C)C(=O)CNN

In kcal per mole, the energy relative to the best compared isomer or geometry (same formula, charge and spin) values for the records above are, in order, 43.0; 52.9; 110.8; 161.2; 158.0; 104.3; 161.1; 64.4.
In eV, the electronic energy values for the records above are, in order, -10843.3458; -10842.9164; -10840.4076; -10838.2202; -10838.3606; -10840.6903; -10838.2255; -10842.4173.